Entry 1:
Formula: C12H24InN2O3
Source: OMol25
Level of theory: ωB97M-V/def2-TZVPD

```
42
C12H24InN2O3 (ωB97M-V/def2-TZVPD)
In -1.2596 -0.9668 0.6457
O 0.4883 1.8351 0.7710
O 0.5171 2.4778 -2.9191
O -3.1593 -1.8591 3.5937
N 2.4542 0.6180 2.2424
N -2.2074 -2.6899 1.6178
C -1.1859 0.6458 2.1949
C 1.0778 -4.1658 0.4332
C 0.1188 1.2206 -3.4932
C -1.9822 0.5709 -2.0965
C 1.8188 2.4097 -2.3831
C 0.0728 1.5527 2.1214
C -2.5819 -0.4887 -1.1143
C -2.7282 -2.3347 2.6081
C -0.4714 0.3178 -2.3660
C 0.7907 -1.7318 0.0246
C 1.2829 1.0611 2.9915
C 1.2095 -2.8983 0.9186
H 0.5586 -4.9754 0.9663
H 0.0593 0.6005 -1.4319
H 1.6234 -2.6728 1.9168
H -0.0721 2.5332 0.4053
H 2.3330 -0.2941 1.8197
H 1.9030 1.6576 -1.5644
H -0.2352 2.5401 2.5521
H 2.0854 3.3841 -1.9274
H 1.5408 -0.9106 -0.0084
H 1.6222 1.9110 3.6251
H -2.1756 1.5928 -1.7032
H 0.9506 0.2593 3.6744
H -0.6233 1.3760 -4.3014
H 2.7852 1.3128 1.5858
H -3.5357 -0.0983 -0.7047
H -1.2890 0.1834 3.1988
H -0.2784 -0.7613 -2.5146
H -2.0609 1.3106 2.0137
H -2.4955 0.5071 -3.0884
H -2.8065 -1.4089 -1.6979
H 1.0414 0.7350 -3.8770
H 2.5911 2.1305 -3.1398
H 1.4754 -4.3251 -0.5861
H 0.7479 -2.1616 -1.0037
```

Computed properties:
**HOMO-LUMO gap**: 0.262 Ha
**Molecular weight**: 359.2 g mol⁻¹
**Multiplicity**: 1
**Total charge**: -1
**Calculated total energy**: -996.93668 hartree

---

Entry 2:
Formula: C12H24N2
Source: OMol25
Level of theory: ωB97M-V/def2-TZVPD

```
38
C12H24N2 (ωB97M-V/def2-TZVPD)
N 3.6133 -0.4605 0.1461
N 1.4473 -1.2136 0.2593
C -0.3446 2.9380 -0.1806
C -0.8928 -1.9905 0.5831
C 2.5273 -1.0866 -0.6364
C -3.0036 -0.8897 -0.5904
C 2.9518 0.1184 1.2021
C -1.5584 1.9922 -0.5340
C -3.0852 0.1909 0.5359
C 0.1662 -1.4792 -0.4061
C 4.3978 0.4796 -0.6522
C 1.6727 -0.2845 1.2698
C -2.2410 -2.1431 -0.1640
C -1.8360 1.0723 0.6638
H -2.0079 1.7640 1.5553
H 3.7301 1.2323 -1.0190
H -3.3365 -0.2812 1.5077
H 4.9530 -0.0959 -1.3623
H -0.2605 -0.6335 -0.8990
H -0.9132 0.5710 0.9348
H -1.3889 1.4855 -1.4712
H -0.0751 3.6144 -0.9909
H 0.9525 0.1285 1.9772
H 2.2695 -0.4179 -1.4821
H -0.6347 3.5987 0.6966
H -2.0469 -2.8483 -1.0051
H 5.0790 0.9407 0.0874
H -2.5593 -0.3690 -1.4877
H -0.9253 -1.3490 1.4723
H 2.8383 -2.0323 -1.0776
H -2.9815 -2.6442 0.5059
H 3.5224 0.7330 1.8670
H -4.0091 -1.2114 -0.8891
H -3.9396 0.8028 0.2895
H -0.5955 -2.9741 0.9623
H 0.3208 -2.2536 -1.1661
H -2.3781 2.6015 -0.5986
H 0.5718 2.3941 0.0964
```

Computed properties:
**HOMO-LUMO gap**: 0.287 Ha
**Molecular weight**: 196.3 g mol⁻¹
**Multiplicity**: 1
**Calculated total energy**: -581.07466 hartree
**SMILES**: CCCCCCCCN1C=CN(C)C1

---

Entry 3:
Formula: C12H24N5O4P
Source: OMol25
Level of theory: ωB97M-V/def2-TZVPD

```
46
C12H24N5O4P (ωB97M-V/def2-TZVPD)
P -2.3796 0.5722 -4.0251
O 4.3624 -1.0788 2.8517
O -4.2794 0.5223 -0.5121
O -0.0406 -2.3594 2.9517
O -2.5103 1.6076 -5.4608
N -0.6449 0.0387 -4.0522
N 5.1357 -0.6546 0.7882
N 0.2111 -0.9716 4.6971
N -0.9012 4.3128 -4.3469
N -0.7036 0.9029 -0.4763
C 0.5728 0.2473 5.3806
C -4.2853 0.9639 -1.9237
C -4.2782 -0.9552 -0.4736
C 4.4609 -1.4363 1.6803
C 3.8585 -2.7203 1.1833
C -1.7725 1.2463 -1.1651
C -2.7949 1.5314 -2.4284
C 0.8808 -0.2058 2.4567
C 0.3187 -1.2605 3.3678
C -1.6414 3.8733 -3.3490
C -2.9511 3.1530 -2.6049
C 5.3629 -0.8918 -0.6174
H 5.5112 0.1921 1.2002
H -4.2585 -1.2737 0.6544
H 1.9032 0.0422 2.7551
H 6.4422 -0.9163 -0.7861
H -4.6399 0.0558 -2.6067
H 3.3553 -3.2301 2.0098
H -5.1130 1.7859 -2.0165
H -2.9580 3.6068 -1.5011
H 0.2493 0.6867 2.4810
H -3.2371 -1.2918 -0.9344
H -5.1878 -1.4336 -1.0465
H 4.9187 -1.8275 -0.9595
H -0.3223 0.6395 5.8694
H 1.3174 0.0004 6.1412
H -0.1760 -1.7328 5.2433
H 4.6422 -3.3783 0.7978
H 3.1189 -2.5116 0.4053
H -3.3803 1.4370 -5.9336
H 0.9784 1.0004 4.7036
H -3.9774 3.4643 -3.0796
H -0.3195 -0.1886 -3.0656
H 0.9029 -0.5850 1.4311
H -0.6828 -0.9219 -4.5092
H 4.9319 -0.0571 -1.1754
```

Computed properties:
**HOMO-LUMO gap**: 0.321 Ha
**Molecular weight**: 333.3 g mol⁻¹
**Multiplicity**: 1
**Calculated total energy**: -1387.51949 hartree
**SMILES**: COC[C@](C#N)(CC#N)P(N)O.CNC(C)=O.CNC(C)=O

---

Entry 4:
Formula: C12H24O16
Source: OMol25
Level of theory: ωB97M-V/def2-TZVPD

```
52
C12H24O16 (ωB97M-V/def2-TZVPD)
O 3.9994 -3.4498 -1.6371
O -0.0039 1.4274 -0.3629
O -2.4975 -2.9052 -0.3150
O -3.2196 0.4940 2.9665
O -1.9733 3.4132 -0.5185
O 3.8523 -1.3893 -2.6299
O 1.5929 0.2156 1.6939
O -0.4013 1.3995 -3.1972
O -2.0305 -0.3889 4.7075
O -3.8600 -1.6813 -1.3880
O -4.7008 -3.2577 -0.0969
O 2.0990 -2.1974 -1.6331
O 1.9259 -2.0311 1.7956
O 0.3375 5.4269 -0.9025
O 3.6189 -0.7270 2.2806
O -1.3157 1.3822 3.4688
C 2.8923 -0.4638 -2.9195
C 2.3240 -0.7675 1.8925
C 1.8274 -0.8449 -1.9175
C 3.0075 -2.8881 1.7021
C -1.8556 2.2390 2.4732
C -3.0290 1.4433 1.8887
C 4.1088 -2.0629 2.3745
C -3.7396 -2.6585 -0.5333
C -1.6411 -1.9935 -0.9233
C 3.3661 -2.4337 -1.9131
C -2.6160 -1.1750 -1.7610
C -2.1381 0.4087 3.7745
H -0.4157 1.4958 -2.2450
H 0.3401 5.6893 0.0181
H 1.9689 -0.1935 -1.0551
H -1.2763 1.6668 -3.4787
H 3.1876 -3.1536 0.6604
H -0.8941 -2.3681 -1.6231
H -0.5928 2.1516 -0.1508
H -0.4470 4.8865 -0.9958
H 4.2338 -2.4116 3.3996
H 3.3352 0.5288 -2.8381
H -2.5307 3.7722 0.1719
H 2.5382 -0.6747 -3.9286
H -2.5853 3.1281 -1.1970
H -3.8317 2.0880 1.5307
H -1.0883 2.5957 1.7861
H 2.8717 -3.8278 2.2375
H -2.5489 -0.1116 -1.5314
H 5.0186 -2.0011 1.7774
H -2.6302 0.9050 1.0289
H 0.6143 1.3992 0.3673
H -2.4859 -1.2144 -2.8425
H 0.7897 -0.7592 -2.2400
H -1.2773 -1.2470 -0.2173
H -2.2239 3.1216 2.9961
```

Computed properties:
**HOMO-LUMO gap**: 0.370 Ha
**Molecular weight**: 424.3 g mol⁻¹
**Multiplicity**: 1
**Calculated total energy**: -1675.49049 hartree
**SMILES**: O=C1OCCO1.O=C1OCCO1.O=C1OCCO1.O=C1OCCO1.O.O.O.O